--- P ---
Computed, not measured: one molecule with the formula C6H10N2O3, with ωB97M-V/def2-TZVPD.

Element x y z (Å)
O (-0.763, -1.217, -2.303)
O (-1.609, -1.236, 1.330)
O (-1.207, 1.494, 0.855)
N (0.286, -0.098, 0.335)
N (-2.738, -1.467, -1.163)
C (-0.583, -1.183, 0.368)
C (-1.392, -1.329, -1.273)
C (1.678, -0.258, 0.272)
C (1.204, 1.998, 0.474)
C (-0.026, 1.163, 0.637)
C (2.228, 1.088, -0.126)
H (1.875, -1.032, -0.477)
H (3.132, 1.247, 0.259)
H (2.045, -0.407, 1.354)
H (-0.089, -2.190, 0.346)
H (-3.438, -1.376, -1.918)
H (1.529, 2.419, 1.448)
H (0.824, 2.880, -0.118)
H (-3.012, -1.166, -0.258)
H (-2.139, -0.454, 1.226)
H (2.193, 1.125, -1.267)

## Properties
Molecular weight ... 158.16 Da
SMILES ... NC(=O)[C@H](O)N1CCCC1=O
HOMO-LUMO gap ... 9.642 eV
HOMO level ... -8.8 eV

***

--- Q ---
Computed, not measured: one molecule with the formula C6H10N2O3, with ωB97M-V/def2-TZVPD.

Element x y z (Å)
O (-0.446, -1.480, -2.221)
O (0.558, -2.743, -0.750)
O (2.556, -0.045, -2.197)
N (0.301, -1.626, -1.230)
N (2.275, -0.197, -0.989)
C (0.878, -0.397, -0.544)
C (0.193, 0.928, -0.990)
C (-1.229, 1.073, -0.353)
C (0.903, -0.516, 1.007)
C (-0.522, -0.484, 1.581)
C (-1.224, 0.813, 1.163)
H (0.101, 0.983, -2.106)
H (-0.478, -0.565, 2.674)
H (0.825, 1.764, -0.639)
H (1.429, 0.385, 1.363)
H (-1.842, 0.318, -0.859)
H (-2.276, 0.836, 1.501)
H (-1.131, -1.346, 1.231)
H (-0.672, 1.646, 1.613)
H (1.463, -1.392, 1.323)
H (-1.664, 2.045, -0.578)

## Properties
Molecular weight ... 158.16 Da
SMILES ... O=NC1([N+](=O)[O-])CCCCC1
HOMO-LUMO gap ... 8.748 eV
HOMO level ... -9.9 eV

***

Q: Which of them is the most stable? A: P.

***

--- P ---
Computed, not measured: a 2-piece molecular cluster, C4H13NOS overall, with ωB97M-V/def2-TZVPD.

Element x y z (Å)
S (-2.450, 0.716, 1.902)
O (0.798, 3.076, -1.452)
N (1.053, -0.364, 0.124)
C (-1.350, -0.842, -0.192)
C (-0.061, -1.204, 0.558)
C (-1.916, 0.526, 0.178)
C (2.357, -0.994, 0.015)
H (-2.715, 0.760, -0.523)
H (-2.102, -0.493, 2.357)
H (-0.244, -1.177, 1.637)
H (-1.159, 1.258, 0.032)
H (0.206, -2.246, 0.350)
H (2.383, -1.976, 0.468)
H (2.642, -1.042, -1.010)
H (-1.030, -0.811, -1.237)
H (0.223, 2.692, -2.123)
H (3.126, -0.360, 0.464)
H (-2.122, -1.617, -0.158)
H (1.393, 3.587, -2.008)
H (0.966, 0.511, 0.617)

## Properties
Molecular weight ... 123.22 Da
SMILES ... CNCCCS.O
HOMO-LUMO gap ... 9.219 eV
HOMO level ... -8.5 eV

***

--- Q ---
Computed, not measured: a 2-piece molecular cluster, C4H13NOS overall, with ωB97M-V/def2-TZVPD.

Element x y z (Å)
S (0.006, -2.770, -0.416)
O (0.147, 2.248, -1.535)
N (0.626, 1.683, 1.287)
C (-0.445, 0.748, 1.670)
C (-0.494, -1.955, -2.050)
C (0.523, -1.293, 0.490)
C (-0.652, -0.289, 0.575)
H (-0.438, -2.693, -2.842)
H (-0.725, 0.183, -0.398)
H (0.972, 2.589, 1.562)
H (-1.515, -0.884, 0.857)
H (-0.293, 0.280, 2.644)
H (-1.355, 1.307, 1.915)
H (0.861, 2.867, -1.660)
H (-1.422, -1.419, -1.945)
H (1.324, -0.739, -0.017)
H (0.315, -1.236, -2.218)
H (0.297, 1.839, -0.672)
H (0.751, -1.661, 1.492)
H (1.519, 1.195, 1.261)

## Properties
Molecular weight ... 123.22 Da
SMILES ... CSCCCN.O
HOMO-LUMO gap ... 9.345 eV
HOMO level ... -8.5 eV

***

--- R ---
Computed, not measured: a 2-piece molecular cluster, C4H13NOS overall, with ωB97M-V/def2-TZVPD.

Element x y z (Å)
S (-2.891, 1.431, -0.943)
O (-0.365, -3.378, -0.787)
N (2.164, 0.053, 0.946)
C (-1.267, 0.812, -1.285)
C (-0.160, 0.673, 1.034)
C (-0.125, 1.264, -0.405)
C (0.792, -0.571, 0.984)
H (0.432, 1.409, 1.575)
H (0.594, -3.350, -0.646)
H (-2.691, 2.580, -0.309)
H (2.741, -0.631, 0.460)
H (0.698, -1.090, 0.025)
H (-1.315, -0.321, -1.245)
H (0.074, 2.357, -0.414)
H (2.491, -0.017, 1.908)
H (0.767, 1.062, -1.003)
H (-0.523, -2.424, -0.653)
H (-1.198, 0.339, 1.188)
H (-0.874, 0.962, -2.330)
H (0.653, -1.160, 1.900)

## Properties
Molecular weight ... 123.22 Da
SMILES ... NCCCCS.O
HOMO-LUMO gap ... 9.677 eV
HOMO level ... -9.0 eV

***

--- S ---
Computed, not measured: a 2-piece molecular cluster, C4H13NOS overall, with ωB97M-V/def2-TZVPD.

Element x y z (Å)
S (-2.333, 1.634, 0.540)
O (2.609, 2.628, 0.486)
N (0.114, -1.699, -0.424)
C (-1.121, 0.577, 1.396)
C (0.171, 0.590, 0.573)
C (-0.309, -2.499, -1.559)
C (0.177, -0.240, -0.714)
H (0.503, -2.541, -2.284)
H (3.420, 3.004, 0.108)
H (0.482, 1.597, 0.314)
H (-0.867, 1.084, 2.331)
H (1.161, -0.162, -1.181)
H (-1.346, -0.443, 1.705)
H (-1.242, -2.307, -2.105)
H (-0.567, 0.228, -1.375)
H (0.881, 0.118, 1.271)
H (-0.538, -1.758, 0.348)
H (-3.185, 1.970, 1.494)
H (-0.513, -3.487, -1.120)
H (2.502, 1.705, 0.197)

## Properties
Molecular weight ... 123.22 Da
SMILES ... CNCCCS.O
HOMO-LUMO gap ... 9.862 eV
HOMO level ... -9.0 eV

***

Q: Which of them is the most stable? A: Q.

***

--- P ---
Computed, not measured: a 2-piece molecular cluster, C4H13NOS overall, with ωB97M-V/def2-TZVPD.

Element x y z (Å)
S (2.178, 0.254, 2.323)
O (-4.923, 0.430, 1.056)
N (-0.718, 0.082, -1.610)
C (1.936, 0.579, -0.470)
C (1.516, 1.146, 0.856)
C (1.452, -0.889, -0.687)
C (-0.057, -0.898, -0.701)
H (-0.479, -1.885, -0.968)
H (1.821, -1.481, 0.149)
H (-0.234, -0.026, -2.503)
H (-5.153, 0.457, 1.979)
H (1.496, 1.210, -1.245)
H (1.779, 2.164, 1.130)
H (-4.677, -0.482, 0.885)
H (0.438, 1.127, 0.816)
H (-0.461, -0.756, 0.297)
H (1.745, -1.264, -1.676)
H (0.967, -0.183, 2.811)
H (-1.639, -0.289, -1.801)
H (3.014, 0.705, -0.639)

## Properties
Molecular weight ... 123.22 Da
SMILES ... NCCCCS.O
HOMO-LUMO gap ... 9.549 eV
HOMO level ... -9.0 eV

***

--- Q ---
Computed, not measured: a 2-piece molecular cluster, C4H13NOS overall, with ωB97M-V/def2-TZVPD.

Element x y z (Å)
S (0.282, -2.496, 0.810)
O (1.933, -0.074, 2.514)
N (0.837, 1.078, -0.596)
C (-0.491, 0.598, -0.176)
C (-0.857, -0.681, -0.964)
C (-1.532, 1.657, -0.500)
C (0.085, -1.883, -0.891)
H (1.457, -1.988, 1.219)
H (-0.982, -0.397, -2.005)
H (1.048, 1.942, -0.100)
H (-0.448, 0.311, 0.882)
H (2.251, 0.520, 3.240)
H (-0.484, -2.653, -1.416)
H (-1.200, 2.590, -0.036)
H (1.037, -1.775, -1.403)
H (-1.598, 1.856, -1.568)
H (1.530, 0.380, -0.369)
H (1.467, 0.594, 2.010)
H (-2.507, 1.404, -0.089)
H (-1.829, -0.981, -0.562)

## Properties
Molecular weight ... 123.22 Da
SMILES ... C[C@H](N)CCS.O
HOMO-LUMO gap ... 9.302 eV
HOMO level ... -8.8 eV

***

Q: Which of them is the most stable? A: Q.

***

--- P ---
Computed, not measured: one molecule with the formula CHN3O, with ωB97M-V/def2-TZVPD.

Element x y z (Å)
O (0.065, -1.754, 0.050)
N (2.182, 0.689, 0.102)
N (-0.108, -0.079, -0.112)
N (-1.156, 0.602, 0.045)
C (1.148, 0.289, -0.127)
H (-2.131, 0.253, 0.042)

## Properties
Molecular weight ... 71.04 Da
SMILES ... [H]/N=[N+](\[O-])C#N
HOMO-LUMO gap (spin up / spin down) ... 8.184 / 8.171 eV
HOMO level (spin up / spin down) ... -10.7 / -10.7 eV

***

--- Q ---
Computed, not measured: CHN3O as an isolated structure, with ωB97M-V/def2-TZVPD.

Element x y z (Å)
O (-0.118, -1.048, -0.948)
N (0.254, -0.137, 1.186)
N (-0.120, 0.262, -1.046)
N (0.121, -1.617, 0.124)
C (-0.013, 0.717, 0.295)
H (-0.124, 1.823, 0.388)

## Properties
Molecular weight ... 71.04 Da
HOMO-LUMO gap (spin up / spin down) ... 9.936 / 9.929 eV
HOMO level (spin up / spin down) ... -10.8 / -10.8 eV

***

Q: Which of them is the most stable? A: Q.